[1]
Density functional theory data (the ωB97M-V functional and the def2-TZVPD basis) for a single C2HF6N3O molecule.

Results
structure (SMILES) = [H]/N=C(\F)OC(F)(N(F)F)N(F)F
relative energy (zero: lowest compared OMol25 entry of this formula, charge and spin) = 14.2 kcal per mole
HOMO-LUMO gap = 12.12 eV

Geometry as ORCA input:
```
! RIJCOSX wB97M-V def2-TZVPD def2/J DEFGRID3
* xyz 0 1
F -3.13682 -2.67022 1.80654
F 0.17711 -2.32446 1.99969
F -1.96422 -1.82284 3.76811
F -2.36349 -0.08934 2.51195
F 0.91876 0.07765 1.47979
F -1.90782 -3.42820 0.25869
O -0.85635 -0.88632 0.65202
N -1.86681 -2.94274 1.52377
N 0.44018 0.55269 -0.66524
N -1.33471 -1.02044 2.86199
C 0.14447 -0.08203 0.36453
C -1.01334 -1.79171 1.67983
H 1.02724 1.35991 -0.47434
*
```

***

[2]
Density functional theory data (the ωB97M-V functional and the def2-TZVPD basis) for 2 unconnected molecules or ions with the total composition C2H8N4.

Results
structure (SMILES) = [H]/N=C/N.[H]/N=C/N
relative energy (zero: lowest compared OMol25 entry of this formula, charge and spin) = 31.8 kcal per mole
HOMO-LUMO gap = 9.78 eV

Geometry as ORCA input:
```
! RIJCOSX wB97M-V def2-TZVPD def2/J DEFGRID3
* xyz 0 1
N 0.83752 0.51558 1.22330
N -0.68930 -0.38739 -1.32122
N 3.19418 1.00940 1.03506
N -2.82297 -0.94746 -1.03830
C 2.08527 1.00047 1.64939
C -1.63234 -1.17558 -1.69639
H 0.62248 0.57932 0.25351
H 0.08796 -0.42876 -1.99378
H -3.64710 -1.53370 -1.15454
H 2.06990 1.51800 2.59544
H 0.50025 0.14910 2.08811
H -2.84724 -0.09578 -0.48500
H -1.66182 -1.79304 -2.61760
H 3.90321 1.58983 1.46202
*
```

***

[3]
Density functional theory data (the ωB97M-V functional and the def2-TZVPD basis) for a molecular structure, C10H30O13P3Pb.

Results
HOMO-LUMO gap (spin up / spin down) = 8.39 / 6.53 eV

Geometry as ORCA input:
```
! RIJCOSX wB97M-V def2-TZVPD def2/J DEFGRID3
* xyz 2 2
Pb -0.47017 1.09182 0.15919
P 1.62538 3.81674 2.31657
P -2.56342 -2.20827 1.15325
P -0.59096 -0.88179 -3.34591
O 1.33498 5.42850 2.19841
O -2.33155 -3.39869 0.04598
O 1.26055 3.51899 3.84735
O -1.81374 -1.85059 -3.85434
O -2.19340 -2.90441 2.58204
O 0.94158 2.95591 1.32061
O -0.71576 -0.24467 -1.99313
O -4.19139 -2.21299 1.19839
O 3.21967 3.85323 2.22571
O -1.90991 -0.92358 0.79116
O 1.34399 -0.34121 1.36868
O 0.70264 -1.92406 -3.50716
O -0.36155 0.09471 -4.62913
C -4.80921 -1.15075 1.88839
C -0.99655 1.33435 -4.75262
C -1.03403 -3.63234 -0.52504
C 3.90065 2.79914 1.53149
C 2.52797 -0.97035 0.90096
C -1.66461 -2.69882 -5.01474
C 1.43799 2.24209 4.41869
C 0.52515 5.93700 1.18888
C -0.82732 -2.87876 2.91942
C 1.81973 -1.73620 -2.64940
H -2.07990 -3.67952 -4.78266
H -1.00223 -3.39836 -1.58916
H -0.79961 2.08307 -3.98533
H 2.07627 2.31443 5.29930
H -0.39067 -1.92302 2.62959
H -4.33625 -0.17977 1.74137
H 0.51900 1.86856 4.87040
H 1.88102 -2.50949 -1.88365
H 1.73548 1.48441 3.69376
H -0.23979 -3.64389 2.41198
H -0.79807 1.81509 -5.71053
H 2.86948 -0.41892 0.02495
H 1.86566 -0.79644 -2.09908
H 2.36751 -1.96811 0.49252
H -4.75995 -1.43117 2.94055
H 2.75649 -1.84154 -3.19665
H -0.45006 6.23868 1.57105
H 3.40473 -1.08463 1.53840
H -2.08095 1.24126 -4.69343
H 4.43283 3.16824 0.65476
H -2.24857 -2.24158 -5.81349
H 0.97713 6.76191 0.63811
H -5.85337 -1.08876 1.58181
H -0.67701 -2.78947 -5.46698
H -0.71815 -2.92660 4.00288
H 4.64760 2.31832 2.16313
H -0.26391 -2.99840 -0.08558
H 0.31329 5.18496 0.42884
H 3.31167 1.95197 1.18004
H -0.62648 -4.62628 -0.34041
*
```

***

[4]
Density functional theory data (the ωB97M-V functional and the def2-TZVPD basis) for a molecular structure, C38H47BiN9O4S2Si.

Results
relative energy (zero: lowest compared OMol25 entry of this formula, charge and spin) = 6.1 kcal per mole
HOMO-LUMO gap = 7.24 eV

Geometry as ORCA input:
```
! RIJCOSX wB97M-V def2-TZVPD def2/J DEFGRID3
* xyz -1 1
Bi 0.74860 0.49527 0.19338
S -0.10718 -1.55039 -1.42637
S 0.65126 1.88918 -2.15737
Si 4.11905 -0.07539 -1.22093
O 2.69480 -0.05920 -0.48295
O -1.51698 -1.37038 2.08290
O -1.65850 0.85546 -0.14863
O -3.81921 -2.57244 2.12827
N 2.54697 3.65436 -2.76790
N 2.83776 0.49899 2.45375
N -2.29295 -2.72515 -2.28132
N -0.00380 1.95915 2.43569
N -2.78457 -1.04562 -0.87667
N 2.03121 3.67220 -0.58875
N 1.08446 -1.66352 2.03343
N 0.31763 -2.76509 1.86954
N 1.31714 3.13507 0.42613
C -6.20933 0.30258 1.08081
C -5.09110 -0.12703 0.38320
C 3.18056 -0.75594 2.77611
C 2.24017 -1.85044 2.54840
C 1.18462 3.82569 1.49879
C 5.07446 1.52668 -0.94120
C 3.70771 1.47035 2.69385
C -1.10642 2.00962 4.54171
C 5.17119 -1.48329 -0.53816
C 1.76279 5.19804 1.67983
C -1.82726 -1.71682 -1.50440
C -3.87766 0.53529 0.52852
C -0.70128 3.31988 4.72224
C -2.06630 -5.56253 -0.12488
C 4.95141 1.27142 3.27529
C -0.98398 -3.10926 -4.35806
C -0.97404 -2.46632 1.76628
C -0.72706 1.36123 3.37156
C -3.43814 -5.54894 0.10430
C -4.01395 -4.54932 0.86738
C 1.80008 3.11891 -1.76385
C -1.83046 -3.55887 1.21251
C -6.12035 1.39131 1.93756
C -4.44515 -2.01719 -3.32224
C -2.64191 0.09784 -0.20853
C 0.39482 3.22228 2.59684
C -3.73238 -2.96280 -2.36533
C 3.91999 -0.31372 -3.07656
C -3.22137 -3.53765 1.41022
C 0.06171 3.93916 3.74467
C -4.90904 2.05305 2.09017
C 4.41242 -1.04440 3.37104
C -1.41054 -3.63527 -2.99374
C -3.79453 1.62931 1.38354
C 5.30627 -0.02236 3.62077
C 1.19379 4.33287 -4.73741
C -1.27690 -4.57105 0.43545
C 2.31387 3.46142 -4.18165
H -1.84646 -2.96116 -5.01014
H 3.33911 -1.21460 -3.28295
H 5.95642 1.56974 -1.58639
H -0.46196 -2.15995 -4.24634
H -3.10526 -1.89358 2.28257
H -3.86409 -3.99666 -2.68864
H 2.26304 5.28302 2.64639
H -1.00754 0.33351 3.15840
H -0.20611 -4.55005 0.28108
H -4.15226 -2.87557 -1.36504
H 3.25413 3.67033 -4.69688
H 0.97507 5.95547 1.64776
H -2.84438 2.13809 1.47487
H 1.41065 5.39223 -4.58518
H -1.70725 1.49282 5.27683
H 4.64969 -2.06869 3.62745
H 5.61909 2.10737 3.43201
H 4.65229 -2.43685 -0.65617
H -1.94517 -4.58051 -3.10184
H -1.61894 -6.33927 -0.73212
H -5.51968 -2.21359 -3.31415
H 1.06603 4.15986 -5.80719
H -7.15111 -0.21887 0.96359
H 0.25636 4.09677 -4.23526
H -0.30846 -3.81804 -4.84111
H -5.08127 -4.51556 1.04658
H 4.44582 2.39513 -1.15688
H -0.53547 -3.83247 -2.37526
H -4.06658 -6.32295 -0.32095
H 6.13739 -1.55398 -1.04528
H 6.26663 -0.23132 4.07589
H -5.13707 -0.98635 -0.27124
H 3.37481 0.53143 -3.49882
H 2.08125 2.41033 -4.34733
H 3.40353 2.46368 2.38746
H -4.08535 -2.13947 -4.34513
H 4.88319 -0.39484 -3.58693
H 5.35735 -1.33467 0.52791
H 2.54442 -2.85190 2.85572
H -4.83298 2.90058 2.76033
H 0.38218 4.96376 3.86807
H 3.08637 4.45723 -2.48167
H -0.97767 3.86313 5.61767
H 2.47003 5.40197 0.88187
H -6.99189 1.71989 2.49048
H -4.28231 -0.98539 -3.01527
H 5.41206 1.60374 0.09407
*
```

***

[5]
Density functional theory data (the ωB97M-V functional and the def2-TZVPD basis) for a molecular structure, C17H14NPRhSSe2.

Results
relative energy (zero: lowest compared OMol25 entry of this formula, charge and spin) = 0.0 kcal per mole
HOMO-LUMO gap (spin up / spin down) = 8.44 / 5.73 eV

Geometry as ORCA input:
```
! RIJCOSX wB97M-V def2-TZVPD def2/J DEFGRID3
* xyz 1 5
Rh 0.51628 -1.27569 -1.66633
Se 0.44085 1.11434 -1.37180
Se -1.30716 -1.89628 -0.17470
S 0.58277 -1.90912 -3.87381
P -0.90914 0.24673 0.16612
N 2.42356 -2.23282 -2.13462
C 0.47832 1.69941 2.07054
C 2.22309 -2.37658 -3.45982
C 3.22681 -2.79500 -4.31528
C -3.68752 0.53785 0.08872
C -2.37726 2.56881 0.06771
C -4.77534 2.68121 0.07934
C 3.62918 -2.46909 -1.61520
C 0.11841 -0.19666 4.07179
C 4.68243 -2.89158 -2.40455
C -0.36492 -0.44507 2.79648
C -4.84867 1.29738 0.08771
C -0.18716 0.50639 1.79531
C 4.47260 -3.05806 -3.76782
C -3.53989 3.31761 0.07025
C -2.45270 1.17530 0.07725
C 0.77541 0.99362 4.34682
C 0.95600 1.94039 3.34744
H 5.64675 -3.08432 -1.95815
H 3.03351 -2.90321 -5.37260
H 1.47487 2.86486 3.56112
H -5.81018 0.80256 0.09179
H -1.41846 3.07211 0.05123
H 5.28206 -3.38813 -4.40506
H 0.63804 2.43481 1.29172
H -0.87255 -1.37734 2.58706
H 3.73365 -2.32476 -0.54828
H -5.68359 3.26865 0.07674
H -3.48381 4.39751 0.06004
H -3.75208 -0.54201 0.09104
H 1.15304 1.18248 5.34274
H -0.01723 -0.93626 4.84905
*
```

***

[6]
Density functional theory data (the ωB97M-V functional and the def2-TZVPD basis) for a molecular structure, C47H61BiBrF3N2O3P2S.

Results
relative energy (zero: lowest compared OMol25 entry of this formula, charge and spin) = 0.0 kcal per mole
HOMO-LUMO gap = 7.32 eV

Geometry as ORCA input:
```
! RIJCOSX wB97M-V def2-TZVPD def2/J DEFGRID3
* xyz 0 1
Bi -0.21190 0.13263 1.30535
Br -0.91925 -1.53254 -1.92566
S -0.42499 5.47731 0.47637
P -2.62182 1.07954 -0.23426
P -0.38165 -2.36869 2.41016
F 2.45308 2.09141 5.30793
F 0.58288 1.81381 6.36764
F 1.82246 0.10598 5.89669
O 1.45219 -0.78789 -0.13636
O 0.05949 2.15206 3.66962
O 0.75605 0.03243 3.50825
N -2.21498 0.07208 2.43134
N 0.29136 3.01599 0.71848
C 3.10787 -0.48338 -1.84929
C 1.78627 -0.77492 -1.40375
C -1.83037 -2.10047 3.45788
C -3.83794 3.96068 2.45904
C 1.04617 -4.37084 3.90209
C 5.60206 -0.09602 -1.51860
C -0.78333 -3.70188 1.20052
C 1.01663 -2.89252 3.50606
C 1.58108 4.53813 -2.92225
C -3.38616 -2.94604 5.12607
C -3.09032 1.99936 1.25906
C 4.38348 -1.74890 -0.13611
C -4.18318 -1.82467 4.92041
C 3.34448 -0.33997 -3.21212
C -3.78803 2.85328 -2.21988
C -2.80146 1.35230 2.47464
C -5.43858 0.62962 -0.36026
C 0.65065 1.16393 4.07533
C 0.46730 4.77203 -0.83359
C 4.02996 0.71524 0.19871
C -2.59549 -0.91714 3.30871
C -3.59992 3.29769 1.26863
C 0.47475 -4.07110 0.40660
C 2.65048 -0.30196 -5.69009
C -1.51184 -4.93624 1.72514
C -3.80454 -0.84016 4.03427
C -1.59362 1.80915 -2.71908
C 1.38718 1.28498 5.43531
C -2.23424 -3.07326 4.37709
C -3.53679 3.32690 3.66027
C 0.84318 -0.99304 -2.42455
C 4.08260 0.16510 -5.95262
C 4.26066 -0.39126 -0.84262
C 2.37128 -2.50782 2.90933
C -4.07550 -0.00360 -0.63742
C -2.48831 2.33964 -1.59750
C 1.49241 2.65529 -1.40984
C -3.01387 2.04872 3.66959
C 0.76939 3.44348 -0.51561
C 2.43552 -1.63542 -6.41970
C 2.37022 -0.48630 -4.19948
C 1.69244 0.74911 -6.26768
C 1.89337 3.20887 -2.60618
C 1.10135 -0.84877 -3.77354
C -3.98445 -1.34503 0.09256
C 0.86880 5.33261 -2.04505
C -0.32705 3.96948 1.32380
H 3.97131 1.69479 -0.28208
H -1.33766 2.62320 -3.40172
H -2.98950 -1.78545 0.02241
H -1.97082 3.17360 -1.10993
H 2.61542 -3.15171 2.06407
H -3.96276 -0.18912 -1.71242
H -3.68795 3.84514 4.59901
H -5.62940 1.51931 -0.95523
H -2.73567 1.58527 4.60642
H -3.79898 3.80546 0.33500
H 4.29637 1.11030 -5.44884
H 5.59667 0.86451 -2.03881
H 3.45147 -1.99720 0.36374
H 1.87329 0.88151 -7.33719
H -1.46526 -3.18575 0.51832
H -2.37394 -4.67768 2.33892
H 3.10113 -2.40303 -6.02076
H 0.19227 -4.59630 -0.50712
H 4.86872 0.73876 0.89901
H 3.14702 -2.64421 3.66593
H 1.31437 -5.00248 3.05536
H 0.63391 6.35992 -2.29021
H 1.83357 1.71311 -5.77382
H 2.63809 -1.52401 -7.48788
H 1.05226 -3.19062 0.12143
H -0.76978 3.85153 2.30377
H 0.83992 -2.28287 4.39466
H 5.88435 -0.87550 -2.22938
H 4.81567 -0.57349 -5.62284
H 4.61490 -2.53562 -0.85819
H 0.64939 0.45684 -6.13858
H -2.11024 1.03622 -3.29250
H -5.52366 0.90206 0.69323
H 1.11827 -4.73602 0.98511
H 0.11466 -4.74384 4.32049
H 0.29836 -1.01922 -4.47942
H -6.22536 -0.09647 -0.58007
H 6.37755 -0.05212 -0.75162
H 1.40964 -1.98922 -6.30598
H -4.32993 2.04330 -2.71137
H 4.34748 -0.09337 -3.52414
H 2.40163 -1.47216 2.57989
H 3.11660 0.54797 0.76500
H -1.87365 -5.51579 0.87269
H -4.44745 0.01652 3.89160
H 2.45168 2.60382 -3.30999
H 1.72482 1.62931 -1.15992
H -3.54498 3.59157 -2.98792
H -3.66756 -3.71009 5.83732
H 1.90604 4.95140 -3.86837
H -0.85162 -5.58313 2.30276
H -1.63153 -3.96072 4.50757
H -5.11736 -1.71704 5.45816
H 1.82110 -4.50088 4.66059
H 4.22450 0.31730 -7.02428
H -4.46076 3.32583 -1.50655
H -4.70056 -2.04833 -0.33839
H 5.18379 -1.71932 0.60847
H -4.22109 -1.22919 1.15080
H -0.66694 1.37875 -2.34907
H -4.23934 4.96569 2.45302
*
```

***

Strongest force on any atom, record by record: 3.5 4.5 4.7 0.3 0.7 0.4 eV Å⁻¹